Entry 1:
DFT (the ωB97M-V functional and the def2-TZVPD basis) results for a structure of composition C22H33BF4N3OOsSSi.

The total energy comes out at -62592.2597 eV. Its HOMO-LUMO gap (spin up / spin down) is 8.924 / 6.514 eV. For the LUMO energy (spin up / spin down), the calculation gives -2.70 / -5.12 eV. As for the net charge: +1. Its HOMO energy (spin up / spin down) is -11.624 / -11.630 eV. Its spin multiplicity is 5. Its energy above the lowest of the compared OMol25 structures with the same formula, charge and spin is 3.6 kJ/mol.

Each line ends with the Löwdin spin population.
CARTESIAN COORDINATES (ANGSTROEM)
1 Os 9.713836 9.392095 11.893888  3.0714
2 C 11.687765 9.892578 11.657816  0.0818
3 Si 11.786037 11.538395 10.759002  0.0306
4 C 10.615002 12.421908 11.967716  0.0035
5 N 9.394480 11.616629 12.150811  0.0011
6 C 8.320300 11.916992 11.088210  0.0293
7 C 7.212436 12.855614 11.604225  0.0041
8 C 7.674049 13.976322 12.539750  0.0013
9 C 8.503235 13.303831 13.705230  0.0012
10 C 8.808495 11.842899 13.481547  0.0101
11 C 13.465308 12.258075 10.709011  0.0040
12 C 14.131001 12.429856 9.491024  0.0024
13 C 15.549463 12.601739 9.487739  0.0000
14 C 16.277895 12.491206 10.673774  0.0018
15 C 15.616252 12.332999 11.897797  -0.0002
16 C 14.226602 12.280826 11.904955  0.0013
17 C 11.012132 11.314818 9.084794  0.0122
18 C 10.905581 10.001367 8.607780  0.0152
19 C 10.664347 9.742077 7.262768  0.0037
20 C 10.443996 10.817145 6.369637  0.0028
21 C 10.459366 12.076655 6.828551  0.0051
22 C 10.770810 12.373662 8.198774  0.0005
23 H 12.039165 10.109479 12.675621  0.0193
24 H 12.210572 9.040187 11.264031  0.0144
25 H 10.332758 13.436661 11.773773  -0.0009
26 H 11.126833 12.425149 12.981667  0.0001
27 H 7.842397 10.983223 10.710655  0.0122
28 H 8.825402 12.378722 10.248801  0.0005
29 H 6.474138 12.173492 12.069153  0.0003
30 H 6.740522 13.265254 10.732160  0.0003
31 H 6.847778 14.557016 12.939443  0.0003
32 H 8.327239 14.650258 11.937567  0.0000
33 H 7.950476 13.369399 14.621965  0.0001
34 H 9.422264 13.896475 13.893589  0.0000
35 H 7.861449 11.316728 13.540513  0.0005
36 H 9.554126 11.552807 14.225239  0.0016
37 H 13.592359 12.442636 8.541543  0.0003
38 H 16.012599 12.708698 8.519473  0.0000
39 H 17.343150 12.662686 10.559499  0.0001
40 H 16.195641 12.371284 12.828383  0.0000
41 H 13.713735 12.159343 12.831288  0.0002
42 H 11.165995 9.189067 9.289359  0.0037
43 H 10.693824 8.718078 6.833806  0.0001
44 H 10.344215 10.605680 5.343211  0.0001
45 H 10.304453 12.876012 6.065350  0.0003
46 H 10.920461 13.450508 8.428252  -0.0001
47 F 9.346535 9.596465 15.609905  0.0002
48 B 10.628481 9.107774 15.285191  0.0043
49 F 10.355092 8.371414 13.934083  0.1098
50 F 11.089570 8.164060 16.146053  0.0037
51 F 11.467512 10.091739 14.981465  0.0015
52 C 5.899609 5.498396 13.410296  0.0011
53 N 6.174444 6.855261 12.877327  0.0036
54 C 7.127884 7.658011 13.383440  0.0155
55 N 7.814918 7.176817 14.374439  0.0009
56 S 7.287677 9.191013 12.691370  0.0936
57 H 4.923104 5.226926 13.123787  0.0001
58 H 5.884820 5.474996 14.504565  0.0000
59 H 6.664471 4.767173 13.059196  0.0000
60 H 5.682532 7.274262 12.133214  0.0022
61 H 7.903416 6.150209 14.538746  0.0005
62 H 8.363794 7.767740 14.978537  0.0001
63 C 10.745182 6.582949 11.988653  0.0416
64 O 9.885739 7.598887 11.416378  0.3686
65 H 11.788521 6.814343 11.803295  0.0081
66 H 10.472864 5.650404 11.488489  -0.0003
67 H 10.573066 6.563135 13.098121  0.0086

Cartesian forces, eV/Å:
-0.283 0.554 0.645
-0.343 0.113 0.404
-0.956 0.379 0.282
0.958 -0.334 1.073
-0.976 -1.796 -1.003
0.264 0.478 0.219
-0.403 -0.924 0.394
1.403 -0.997 -0.095
0.252 1.702 -0.526
0.066 1.094 0.466
0.941 -0.111 -0.013
1.349 0.244 0.344
-1.702 -0.706 0.302
-0.428 0.640 -0.912
0.124 0.727 -0.126
0.372 -0.461 -0.844
0.104 0.744 -0.330
0.272 -0.383 -0.533
-0.132 -0.220 -0.592
0.379 -2.441 1.310
0.207 2.834 0.895
-0.066 0.039 -1.590
0.102 -0.140 0.029
0.484 -0.314 -0.195
-0.022 0.680 -0.265
-0.364 0.048 -1.108
0.423 0.483 0.290
0.229 -0.077 -0.141
0.055 0.685 0.084
-0.381 0.193 -0.500
-0.061 -0.025 -0.132
-0.434 -0.262 0.537
-0.381 -0.008 0.542
-0.428 -0.394 -0.138
0.451 -0.282 0.363
-0.450 -0.485 0.015
0.122 -0.095 0.277
0.349 0.181 0.065
0.017 -0.322 0.530
-0.379 -0.214 -0.374
-0.237 -0.051 0.701
-0.203 0.021 -0.366
-0.075 0.748 0.612
-0.300 -0.157 -1.081
0.162 -0.416 1.035
-0.199 -0.928 0.254
0.177 -0.398 0.055
-1.439 -0.972 0.012
0.050 0.668 0.297
-0.106 -0.032 -0.104
1.162 1.313 -0.387
1.240 0.602 -0.059
1.131 -0.470 1.412
-1.490 -1.823 -0.758
1.323 -1.535 1.465
0.288 0.894 -0.367
-0.985 -0.507 -0.665
0.143 0.361 -0.120
-0.653 0.462 0.069
-0.780 -0.117 -0.966
-0.410 1.490 -0.134
0.359 0.338 -0.201
-0.819 -0.058 0.543
0.452 -0.190 0.235
0.160 0.127 -0.097
0.112 0.075 0.210
0.201 -0.273 -1.243

***

Entry 2:
DFT (the ωB97M-V functional and the def2-TZVPD basis) results for the molecule C32H32N4O4.

The total energy comes out at -47854.5914 eV. Its HOMO-LUMO gap is 8.826 eV. For the LUMO energy, the calculation gives 0.48 eV. As for the net charge: 0. Its HOMO energy is -8.350 eV. Its energy above the lowest of the compared OMol25 structures with the same formula, charge and spin is 0.0 kJ/mol.

Each line ends with the Löwdin charge.
CARTESIAN COORDINATES (ANGSTROEM)
1 C -3.158908 -0.406967 5.520853  0.0963
2 C -3.472522 0.846681 5.209380  -0.2638
3 C -4.333292 1.700632 6.092815  -0.0679
4 C -2.922785 1.391981 3.927565  -0.4296
5 O -2.183875 0.738263 3.218695  0.0651
6 N -3.325854 2.664486 3.632978  0.1354
7 C -3.004107 3.442071 2.518202  -0.2054
8 C -3.736448 4.609299 2.303170  -0.0265
9 C -3.462910 5.411349 1.209572  -0.0743
10 C -2.463656 5.066741 0.321127  -0.0281
11 C -1.714684 3.908464 0.535956  -0.1539
12 C -0.659127 3.541722 -0.387534  -0.2173
13 N -0.468184 4.147586 -1.494034  0.1315
14 O 0.574418 3.607926 -2.182693  -0.0528
15 C 1.175420 2.530723 -1.434513  -0.3822
16 C 0.314923 2.410975 -0.169157  -0.0134
17 C 2.660729 2.821552 -1.182880  -0.0227
18 C 3.293653 1.441193 -1.067607  -0.1493
19 C 3.367875 0.972711 0.406607  -0.4832
20 N 4.053025 -0.164975 0.562235  0.1984
21 O 2.884689 1.609359 1.319323  0.0515
22 N 2.424110 0.569827 -1.861401  0.0327
23 C 2.859170 -0.622819 -2.308387  -0.4345
24 O 3.968128 -1.050953 -2.010767  0.0485
25 C 1.901982 -1.443983 -3.144072  -0.0499
26 C 0.911105 -2.169128 -2.213210  -0.2212
27 C 1.683031 -2.920335 -1.149617  -0.2094
28 C 1.718610 -2.456203 0.157412  -0.0434
29 C 2.447574 -3.129735 1.122121  -0.0902
30 C 3.150653 -4.273347 0.788018  -0.0877
31 C 3.116481 -4.743937 -0.513853  -0.0690
32 C 2.385563 -4.072607 -1.475975  -0.0192
33 C -0.029747 -3.116470 -2.925230  -0.1916
34 C 0.064538 -3.439262 -4.270810  -0.0383
35 C -0.825364 -4.334007 -4.843657  -0.0813
36 C -1.819290 -4.918869 -4.081375  -0.0929
37 C -1.922212 -4.602471 -2.736681  -0.0769
38 C -1.035576 -3.709806 -2.166861  -0.0284
39 C 1.225519 1.258817 -2.292749  -0.0444
40 C -1.983724 3.101743 1.638644  0.0528
41 H -3.504016 -0.882178 6.422984  0.0700
42 H -2.537237 -0.987552 4.860779  0.0724
43 H -5.265118 1.971415 5.594245  0.0845
44 H -3.811823 2.611084 6.389078  0.0859
45 H -4.587894 1.150373 6.995401  0.0798
46 H -4.002385 3.088423 4.250359  0.1160
47 H -4.522207 4.884783 2.993400  0.1091
48 H -4.038880 6.311042 1.052410  0.1049
49 H -2.241809 5.676767 -0.538955  0.1088
50 H 0.901663 2.541059 0.740483  0.1193
51 H -0.203954 1.453112 -0.105678  0.1329
52 H 2.814435 3.404273 -0.276629  0.1321
53 H 3.056497 3.370725 -2.037421  0.1339
54 H 4.309849 1.399804 -1.476505  0.1611
55 H 4.106549 -0.579987 1.478344  0.1143
56 H 4.336274 -0.700141 -0.253982  0.0762
57 H 1.366814 -0.826164 -3.865430  0.1233
58 H 2.509588 -2.181579 -3.669547  0.1278
59 H 0.294476 -1.418128 -1.704763  0.1347
60 H 1.175708 -1.560755 0.428351  0.1165
61 H 2.461101 -2.760101 2.137356  0.1040
62 H 3.721798 -4.798318 1.539572  0.1004
63 H 3.661736 -5.637435 -0.780134  0.1034
64 H 2.355026 -4.446989 -2.488961  0.1227
65 H 0.828925 -2.998062 -4.891433  0.1041
66 H -0.737255 -4.573706 -5.893415  0.1022
67 H -2.510198 -5.616579 -4.530703  0.1003
68 H -2.695208 -5.052547 -2.131303  0.1031
69 H -1.115884 -3.467953 -1.116371  0.1213
70 H 0.330599 0.647950 -2.163815  0.1259
71 H 1.300422 1.553907 -3.347486  0.1452
72 H -1.416526 2.205231 1.818162  0.1002

Cartesian forces, eV/Å:
0.041 0.183 -0.202
-0.056 -0.304 0.316
0.041 -0.107 0.020
0.030 -0.123 -0.080
0.112 0.002 -0.124
-0.291 0.118 0.394
0.036 0.261 -0.360
0.081 -0.176 0.049
0.023 -0.013 -0.005
0.097 -0.112 -0.002
-0.640 0.428 0.368
0.794 -0.492 -0.544
-0.757 0.419 0.468
0.490 -0.356 -0.347
0.195 -0.231 0.215
-0.013 0.205 -0.118
-0.158 -0.061 0.029
0.369 0.208 0.293
0.314 -0.037 -0.502
0.303 -0.388 0.220
-0.243 0.275 0.392
-0.023 0.173 0.301
-0.011 -0.146 -0.299
0.204 -0.104 -0.225
-0.028 -0.029 0.136
0.118 -0.019 -0.018
-0.106 0.050 0.224
-0.079 -0.031 -0.120
0.047 -0.058 0.122
0.042 0.023 0.146
0.034 -0.060 -0.134
0.027 -0.007 0.052
-0.123 0.094 -0.065
0.063 0.105 0.090
-0.082 -0.115 -0.107
-0.002 -0.048 -0.123
-0.035 0.016 0.112
-0.051 -0.006 -0.057
-0.465 0.272 -0.399
0.168 -0.022 -0.176
-0.129 0.020 0.207
0.109 -0.050 -0.142
-0.081 0.086 0.016
-0.036 0.097 0.044
-0.046 0.040 0.037
0.141 -0.142 -0.039
-0.085 0.014 0.066
-0.043 0.070 -0.012
-0.007 0.106 -0.081
-0.062 -0.056 -0.030
-0.007 -0.049 0.051
0.006 0.000 -0.053
0.004 -0.058 -0.041
-0.141 0.016 0.032
-0.065 0.087 -0.020
-0.063 0.074 0.080
-0.014 -0.011 -0.076
-0.013 0.099 -0.025
0.077 -0.059 -0.024
-0.068 0.104 0.001
-0.003 0.025 0.098
0.035 -0.048 0.061
0.043 -0.073 -0.023
-0.006 -0.060 -0.120
0.099 0.072 -0.050
0.003 -0.021 -0.079
-0.052 -0.054 -0.039
-0.064 -0.032 0.050
0.004 0.015 0.122
0.018 0.057 -0.034
-0.058 -0.018 0.090
0.035 -0.039 -0.007

***

Entry 3:
DFT (the ωB97M-V functional and the def2-TZVPD basis) results for a cluster of 2 separate species, C7H18NO5SSi in total.

The total energy comes out at -37992.6556 eV. Its HOMO-LUMO gap is 6.250 eV. For the LUMO energy, the calculation gives 2.68 eV. As for the net charge: -1. Its HOMO energy is -3.575 eV. Its energy above the lowest of the compared OMol25 structures with the same formula, charge and spin is 0.0 kJ/mol.

Each line ends with the Löwdin charge.
CARTESIAN COORDINATES (ANGSTROEM)
1 C -2.555742 2.610382 -1.075222  -0.2035
2 Si -1.609248 1.043677 -0.573373  0.3142
3 C -2.892794 -0.363200 -0.518783  -0.1949
4 C -1.054600 1.328533 1.228834  -0.1950
5 N -0.301030 0.661241 -1.555414  -0.2071
6 C 0.009749 1.314403 -2.715241  -0.5370
7 S -0.875946 0.654261 -4.222321  0.6473
8 O -0.517356 1.394166 -5.425656  -0.4424
9 O -2.279877 0.399774 -3.959446  -0.4166
10 H -3.356898 2.790326 -0.349674  0.0132
11 H -1.914898 3.497803 -1.078817  0.0154
12 H -3.009418 2.501553 -2.063099  0.0138
13 H -2.589992 -1.130018 -1.234046  0.0074
14 H -2.996776 -0.816748 0.470990  -0.0005
15 H -3.880570 -0.005457 -0.824423  0.0107
16 H 0.033976 1.380450 1.291405  0.0063
17 H -1.387885 0.526763 1.894589  0.0026
18 H -1.464277 2.264039 1.624622  0.0049
19 H -0.224142 2.394548 -2.841314  0.0776
20 H 1.048446 1.172641 -3.071576  0.0701
21 H -0.286539 -0.579066 -4.339208  0.0439
22 C 1.534962 -2.281807 0.442161  -0.0180
23 O 2.456037 -2.756660 1.445975  -0.0017
24 C 2.676451 -1.921162 2.448853  -0.6286
25 O 2.191444 -0.833473 2.605050  0.1273
26 O 3.552665 -2.499168 3.289421  -0.0114
27 C 3.875664 -1.693139 4.422132  -0.0555
28 H 1.476186 -3.087938 -0.281662  0.0899
29 H 0.555424 -2.087685 0.873106  0.0963
30 H 1.895459 -1.370835 -0.029907  0.0941
31 H 2.983564 -1.478040 5.008542  0.0945
32 H 4.325811 -0.752196 4.109165  0.0945
33 H 4.582148 -2.277971 5.004339  0.0878

Cartesian forces, eV/Å:
-0.032 0.010 0.086
0.063 -0.158 -0.020
-0.063 0.095 -0.012
-0.065 -0.014 0.031
0.095 0.051 0.043
0.048 -0.024 -0.026
-0.016 -0.056 -0.017
0.012 -0.043 -0.001
0.031 0.070 -0.044
-0.008 0.018 -0.036
0.010 -0.026 -0.031
0.030 0.000 -0.006
-0.013 -0.021 0.023
0.029 -0.017 -0.009
0.002 -0.017 -0.006
-0.003 0.003 -0.020
0.035 0.000 -0.004
0.019 -0.005 -0.006
-0.040 -0.029 0.077
-0.017 0.075 -0.024
-0.049 -0.021 0.032
-0.073 0.059 -0.094
0.009 -0.024 -0.010
0.003 -0.013 -0.009
-0.010 0.019 0.005
0.004 0.005 0.011
0.003 -0.014 -0.006
-0.021 0.025 -0.023
0.027 0.023 0.045
-0.009 0.024 0.045
0.002 0.001 0.000
-0.001 0.000 0.002
0.001 0.006 0.006